Molecular formula: C48H61ClF25N3O5
Method: DFT, ωB97M-V/def2-TZVPD

Element x y z (Å)
Cl: 2.45 -4.29 0.52
F: -3.94 0.86 1.71
F: 1.81 2.93 0.55
F: 4.61 1.28 1.84
F: -4.31 3.17 0.39
F: -6.03 1.48 1.59
F: -10.39 8.35 9.67
F: 2.09 5.28 1.92
F: -7.69 3.43 2.72
F: 0.55 3.10 2.88
F: -10.17 7.20 11.52
F: 5.81 -1.07 -4.86
F: 2.28 5.93 3.99
F: 2.72 1.54 2.88
F: -0.18 5.10 3.35
F: 2.37 0.83 0.31
F: -5.16 4.11 2.17
F: -8.30 4.50 4.53
F: -10.98 8.34 6.94
F: -10.51 7.11 5.18
F: -8.45 7.60 7.98
F: -8.46 8.60 6.04
F: -11.48 5.10 10.36
F: -7.06 2.62 6.06
F: -9.59 5.61 9.42
F: -5.72 3.76 4.79
O: 3.96 3.33 2.28
O: -0.81 -4.90 -1.68
O: 5.65 -0.79 -0.97
O: -11.55 6.12 8.42
O: -6.23 1.62 4.30
N: -0.13 -4.73 -4.49
N: 11.61 -4.05 -2.78
N: 4.25 -0.72 -2.75
C: -8.80 7.46 6.68
C: 5.04 -1.34 -1.85
C: -4.46 -4.41 -1.81
C: -10.91 5.98 7.17
C: 2.71 -3.88 -2.91
C: 3.68 -1.57 -3.80
C: 0.81 4.21 3.59
C: 1.22 -4.34 -4.97
C: -4.35 3.13 1.74
C: -7.93 3.29 4.03
C: 3.53 -2.91 -0.05
C: -4.85 1.76 2.18
C: 3.93 -3.00 -3.23
C: -10.90 7.34 10.39
C: -3.20 -4.82 -1.37
C: 5.01 -2.85 -2.15
C: -1.33 2.28 -0.87
C: 9.18 -3.94 -3.20
C: 2.31 -4.85 -4.04
C: 2.15 4.84 3.19
C: -3.43 -3.49 -3.77
C: 3.88 -2.08 1.18
C: 4.46 -1.25 -5.10
C: -2.16 -3.88 -3.34
C: -0.84 2.02 -2.15
C: 4.74 -3.52 -0.79
C: -0.30 0.77 -2.46
C: 10.55 -4.37 -3.74
C: 1.85 0.28 -3.70
C: 6.46 -3.15 -2.59
C: 3.52 2.07 1.94
C: 0.30 0.47 -3.81
C: -0.28 -0.22 -1.47
C: -10.31 7.24 6.52
C: -10.85 6.03 9.60
C: 6.62 -4.46 -3.35
C: -4.96 1.49 3.69
C: 4.27 -2.27 -6.22
C: -6.68 2.82 4.78
C: 2.85 2.07 0.56
C: -2.05 -4.56 -2.11
C: -0.77 0.02 -0.20
C: -1.28 1.29 0.10
C: 8.08 -4.86 -3.70
C: 3.42 4.01 3.40
C: 2.23 -1.15 -4.10
C: -4.58 -3.75 -3.02
C: -0.95 -3.55 -4.17
H: 5.60 -3.44 -0.13
H: 2.92 -4.49 -2.05
H: 3.34 3.35 4.27
H: 6.88 -2.32 -3.15
H: 9.24 -4.01 -2.11
H: 4.52 -4.57 -0.92
H: -5.32 -4.62 -1.20
H: -0.83 -5.10 -0.74
H: 9.01 -2.90 -3.47
H: 3.77 -1.03 0.94
H: 2.05 -1.22 -5.17
H: 11.33 -4.31 -1.84
H: 4.03 -1.79 -7.16
H: 12.44 -4.59 -2.98
H: 3.28 -2.36 2.03
H: 5.21 -2.80 -6.34
H: 4.19 4.74 3.65
H: -0.58 -5.22 -5.25
H: 4.40 -3.53 -4.05
H: 0.09 1.32 -4.45
H: 6.10 -4.36 -4.30
H: 8.25 -5.87 -3.33
H: 1.26 -3.27 -5.15
H: 8.16 -4.90 -4.79
H: 1.50 -1.81 -3.64
H: 1.37 -4.81 -5.95
H: -4.73 0.43 3.80
H: 7.05 -3.21 -1.68
H: -1.63 1.48 1.10
H: 10.51 -5.44 -3.91
H: -11.94 7.58 10.66
H: -3.52 -2.98 -4.71
H: 3.53 -3.01 -5.95
H: 2.90 -2.35 -0.74
H: -1.27 -3.05 -5.08
H: 3.18 -5.21 -4.58
H: -3.10 -5.32 -0.42
H: 6.11 -5.26 -2.83
H: 4.91 -2.21 1.47
H: 10.78 -3.85 -4.66
H: 2.11 0.47 -2.67
H: -0.74 -0.75 0.55
H: 1.84 -3.30 -2.62
H: 1.89 -5.72 -3.54
H: 3.56 2.36 -0.21
H: 2.29 0.99 -4.39
H: -0.18 -0.42 -4.22
H: 4.09 -0.28 -5.44
H: -4.19 2.02 4.25
H: -5.53 -3.41 -3.40
H: -1.72 3.27 -0.66
H: -3.33 3.31 2.12
H: -11.72 5.70 6.50
H: -10.20 5.15 7.16
H: 4.48 0.24 -2.99
H: 0.81 3.97 4.66
H: -8.75 2.58 4.17
H: -8.24 6.63 6.24
H: 0.12 -1.20 -1.70
H: -0.33 -2.88 -3.58
H: -0.87 2.78 -2.92

- ΔE to the lowest compared entry with this formula, charge and spin: 0.000 eV
- HOMO: -8.51 eV

Atom charges from the Mulliken analysis, given in e for atoms 1 to 99: -0.22 -0.25 -0.20 -0.26 -0.25 -0.28 -0.22 -0.26 -0.21 -0.17 -0.26 -0.41 -0.33 -0.30 -0.28 0.06 -0.24 -0.23 -0.27 -0.31 -0.23 -0.27 -0.31 -0.31 -0.28 -0.29 -0.39 -0.37 -0.69 -0.41 -0.41 -0.30 -0.61 0.07 0.32 -1.08 -0.59 -0.80 -0.01 1.65 0.04 -0.84 0.16 0.17 2.10 0.99 2.26 0.18 -0.69 1.66 -0.90 -0.01 -1.51 0.94 -0.53 -1.45 -0.14 0.04 -0.90 -2.73 0.42 -0.56 -0.25 -1.56 0.67 -1.34 0.47 0.85 0.84 -0.07 -0.96 -1.26 0.83 0.21 0.66 -1.45 -0.19 -1.03 -0.80 -0.33 -0.78 0.64 0.63 0.72 0.32 0.20 0.21 0.67 0.40 0.29 0.14 0.11 0.66 0.24 0.25 0.23 0.51 0.48 0.39

Molecular formula: CH2ClN3S
Method: DFT, ωB97M-V/def2-TZVPD

Element x y z (Å)
Cl: -0.12 -3.06 0.08
S: 0.73 0.99 1.01
N: -1.33 -1.05 -0.92
N: -0.70 -1.45 0.00
N: 2.44 -1.21 1.42
C: 1.81 -0.28 1.27
H: -1.65 -1.72 -1.72
H: 1.81 2.01 0.89

- ΔE to the lowest compared entry with this formula, charge and spin: 0.426 eV
- HOMO: -10.07 eV

Calculated atomic charges, method Mulliken, unit e: -0.10 -0.16 -0.29 0.10 -0.34 0.33 0.27 0.19

Molecular formula: C10H27F4HgN3O14S4
Method: DFT, ωB97M-V/def2-TZVPD

Element x y z (Å)
Hg: -7.11 11.90 -6.29
S: -7.59 11.28 -9.91
S: -4.26 10.98 -4.50
S: -4.98 13.04 -3.77
S: -5.69 10.48 -9.24
F: -8.90 12.22 -9.49
F: -5.91 14.26 -4.32
F: -4.90 10.08 -7.90
F: -5.06 9.77 -5.21
O: -5.78 13.87 -7.19
O: -9.88 8.34 -8.23
O: -4.67 6.66 -1.63
O: -5.88 9.12 -9.79
O: -4.65 11.40 -9.74
O: -3.95 10.50 -3.11
O: -5.64 13.06 -2.46
O: -3.15 11.20 -5.37
O: -8.33 10.12 -10.31
O: -7.45 9.55 -5.81
O: -6.46 7.64 -3.91
O: -3.72 13.73 -3.94
O: -7.02 12.19 -10.93
O: -8.65 11.98 -4.65
N: -5.51 12.09 -4.82
N: -7.01 11.23 -8.49
N: -8.78 13.37 -6.96
C: -9.92 13.45 -6.15
C: -8.11 8.68 -6.76
C: -9.83 12.61 -4.83
C: -4.49 14.23 -7.68
C: -6.74 7.79 -2.55
C: -6.79 14.68 -7.78
C: -9.47 9.21 -7.17
C: -8.46 11.38 -3.30
C: -8.12 14.71 -6.92
C: -6.10 6.64 -1.75
H: -9.50 10.20 -7.61
H: -7.08 14.05 -8.61
H: -10.63 11.87 -4.87
H: -7.80 14.93 -5.90
H: -10.15 9.26 -6.32
H: -4.29 14.17 -8.75
H: -4.40 7.53 -1.32
H: -10.77 13.05 -6.69
H: -7.82 7.80 -2.46
H: -6.28 6.72 -4.13
H: -7.66 10.64 -3.31
H: -9.30 10.78 -2.97
H: -9.98 13.26 -3.97
H: -8.19 7.68 -6.34
H: -7.08 8.95 -5.15
H: -6.46 5.67 -2.09
H: -10.21 14.49 -5.99
H: -6.51 6.77 -0.75
H: -4.21 15.17 -7.20
H: -6.34 8.75 -2.23
H: -8.79 15.55 -7.07
H: -9.04 13.39 -7.94
H: -9.58 8.69 -9.07
H: -7.41 8.69 -7.59
H: -8.23 12.08 -2.50
H: -3.75 13.54 -7.27
H: -6.40 15.62 -8.15

- HOMO: -10.77 eV

Calculated atomic charges, method Mulliken, unit e: 3.17 0.76 0.83 0.82 0.89 -0.42 -0.34 -0.22 -0.22 0.08 -0.64 -0.49 -0.57 -0.58 -0.60 -0.66 -0.56 -0.62 -0.08 -0.30 -0.61 -0.58 -0.25 -0.12 -0.05 -0.29 -0.92 -0.38 -0.61 -1.08 -0.12 -0.83 -0.20 -0.85 -1.08 -0.81 0.03 0.22 0.41 0.47 0.32 0.38 0.32 0.35 0.17 0.24 -0.08 0.44 0.44 0.44 -0.06 0.45 0.45 0.34 0.40 0.28 0.63 0.10 0.40 0.13 0.39 0.24 0.61

Molecular formula: C37H66IN13O26
Method: DFT, ωB97M-V/def2-TZVPD

Element x y z (Å)
I: 2.80 -1.16 4.99
O: -8.40 2.22 2.11
O: -8.39 -0.34 -1.03
O: -7.35 -1.21 0.64
O: -5.59 3.87 3.28
O: 8.01 -1.27 1.28
O: -4.51 3.94 0.24
O: -10.26 2.99 1.33
O: 2.43 -4.19 3.73
O: -7.20 5.10 4.01
O: 2.93 2.06 -2.30
O: 1.03 5.84 3.08
O: 2.01 7.75 2.87
O: 0.55 -4.55 -4.62
O: -0.58 -8.18 5.12
O: 6.13 -0.50 0.56
O: 1.32 -7.53 -3.77
O: 0.46 -8.06 3.24
O: 3.85 1.30 3.14
O: 5.04 0.89 -4.47
O: 3.06 -6.75 -2.75
O: -4.82 1.96 -0.54
O: 4.90 2.94 -2.10
O: -0.19 1.21 4.71
O: -1.42 -5.39 -4.89
O: 5.94 0.98 -6.43
O: 0.01 -4.35 -0.01
N: 6.84 -1.01 1.41
N: 0.27 -7.73 4.39
N: 1.48 1.43 3.18
N: -7.46 -0.93 -0.54
N: -5.21 2.99 -0.04
N: 5.84 1.32 -5.27
N: 1.50 6.87 3.52
N: -0.43 -5.13 -4.22
N: 2.26 -7.63 -3.00
N: 3.93 2.32 -1.69
N: 0.77 -4.50 2.19
N: -9.58 2.48 2.20
N: -6.13 4.93 3.46
C: -5.41 6.14 2.97
C: 1.44 7.05 5.00
C: 0.93 1.58 4.51
C: -0.55 -1.28 -0.55
C: -1.40 3.58 -0.59
C: 6.78 2.35 -4.76
C: -1.68 3.14 0.81
C: 2.18 -1.85 -3.40
C: 0.10 1.33 0.72
C: -10.24 2.15 3.49
C: 0.41 -3.84 1.00
C: -0.45 -5.58 -2.80
C: 2.19 -0.46 -4.11
C: 2.47 -0.56 -5.67
C: 1.83 2.17 5.61
C: 2.95 3.45 2.67
C: 3.92 1.80 -0.31
C: -0.02 -0.15 -6.32
C: -6.67 3.08 0.26
C: 0.94 -2.12 -2.52
C: 6.21 -1.34 2.72
C: 1.69 -1.10 3.19
C: 0.23 -1.20 0.77
C: 1.46 0.39 -6.39
C: 0.40 -0.88 -1.75
C: -1.27 3.76 -1.78
C: 1.65 -3.69 2.96
C: -0.93 0.72 -5.39
C: 1.15 -6.67 4.95
C: -6.36 -1.34 -1.45
C: 2.83 1.93 3.03
C: -1.42 1.61 0.89
C: 0.63 -2.37 1.38
C: 1.26 0.11 2.62
C: 0.55 0.04 1.40
C: 1.37 -2.26 2.57
C: 2.43 -8.94 -2.31
H: 7.35 1.90 -3.95
H: 1.78 0.60 -7.42
H: 1.12 -5.43 1.96
H: 2.57 -9.69 -3.08
H: 0.10 -2.59 -3.06
H: 2.25 -1.58 -6.04
H: 4.85 2.08 0.18
H: 3.12 -1.98 -2.84
H: -0.56 -6.66 -2.81
H: -1.55 0.05 -4.77
H: 3.48 -0.22 -5.94
H: -2.74 3.32 1.06
H: -0.10 -0.20 -2.46
H: -0.41 -0.17 -7.34
H: 2.18 -2.61 -4.20
H: -9.73 2.71 4.27
H: 3.99 3.78 2.58
H: 6.32 -2.41 2.87
H: 2.35 3.60 1.76
H: 3.30 -8.88 -1.67
H: 1.27 -0.34 -1.33
H: 0.52 -5.84 5.24
H: 0.64 2.19 1.14
H: -1.44 -0.65 -0.51
H: 1.25 -2.85 -1.75
H: 5.17 -1.05 2.69
H: -0.99 3.71 1.46
H: 3.07 2.24 0.21
H: -6.79 -2.00 -2.21
H: 6.19 3.19 -4.42
H: -7.20 2.96 -0.69
H: 3.82 0.72 -0.37
H: 1.67 -7.09 5.80
H: -1.78 1.24 1.86
H: 1.47 1.33 -5.81
H: -5.28 6.03 1.90
H: 0.39 7.03 5.29
H: 1.99 6.23 5.45
H: 1.34 2.01 6.58
H: -1.30 -5.10 -2.32
H: -0.32 1.31 -4.69
H: 7.45 2.65 -5.57
H: 0.40 1.30 -0.34
H: 0.48 -5.29 -2.33
H: -0.82 -2.33 -0.75
H: -11.28 2.44 3.43
H: -4.45 6.18 3.48
H: 0.07 -1.16 -5.88
H: 2.83 1.73 5.64
H: 6.75 -0.79 3.48
H: 1.93 3.25 5.45
H: 1.89 8.01 5.25
H: 2.40 3.98 3.46
H: -5.96 -0.44 -1.90
H: -5.60 -1.86 -0.87
H: -1.93 1.16 0.02
H: -10.14 1.08 3.64
H: -6.87 4.05 0.70
H: 1.53 -9.12 -1.74
H: -6.92 2.28 0.94
H: -1.12 4.00 -2.81
H: 2.99 0.13 -3.67
H: 1.85 -6.36 4.18
H: -6.01 7.02 3.20
H: -1.54 1.37 -6.03
H: 1.26 0.10 -4.03

- HOMO: -9.39 eV

Atom charges from the Mulliken analysis, given in e for atoms 1 to 99: 0.10 -0.51 -0.53 -0.53 -0.48 -0.57 -0.59 -0.55 -0.59 -0.56 -0.51 -0.43 -0.52 -0.46 -0.56 -0.51 -0.50 -0.54 -0.38 -0.45 -0.53 -0.54 -0.60 -0.55 -0.66 -0.55 -0.56 0.93 0.93 1.23 0.93 1.04 0.84 0.82 1.06 0.90 0.96 -0.04 0.85 0.92 -0.72 -0.76 0.75 -1.59 -0.38 -0.73 0.17 -1.68 0.20 -0.76 -0.06 -0.98 1.96 -0.62 -1.05 -0.83 -0.50 -0.21 -0.94 -0.15 -0.42 -0.51 0.53 -1.04 0.98 -0.34 -0.40 -0.94 -0.62 -0.68 0.32 -0.98 -0.02 -0.68 0.45 1.12 -0.77 0.26 0.48 0.35 0.30 0.17 0.41 0.38 0.36 0.52 0.19 0.16 -0.06 0.11 0.44 0.50 0.28 0.37 0.30 0.24 0.30 -0.40 0.24

Number 1: HOMO-LUMO gap 8.8 eV. Number 2: HOMO-LUMO gap 10.2 eV. Number 3: HOMO-LUMO gap 8.8 eV. Number 4: HOMO-LUMO gap 8.7 eV.